No. 1
Computed, not measured: a 2-piece molecular cluster, C24H32NOSi overall at a distorted geometry, with ωB97M-V/def2-TZVPD.

Last column: Mulliken charge in e.
Geometry (Å):
C -3.36 2.64 1.65  -1.235
C -2.66 1.63 0.74  0.196
C -2.06 0.46 1.50  -0.094
C -1.35 -0.74 0.75  0.743
C -0.07 -1.08 1.53  -1.524
O -2.17 0.37 2.72  -0.643
Si 1.79 3.37 3.38  0.554
C 0.29 3.59 4.50  -0.823
C 2.44 1.63 3.66  -0.711
C 1.31 3.64 1.58  -0.469
H -3.97 3.32 1.06  0.434
H -4.00 2.11 2.36  0.340
H -2.62 3.22 2.22  0.094
H -3.38 1.24 0.00  0.386
H -1.85 2.11 0.18  -0.117
H -2.07 -1.56 0.93  0.354
H 0.47 -1.91 1.06  0.343
H 0.60 -0.22 1.63  -0.170
H -0.36 -1.38 2.55  0.548
H 0.51 4.35 5.27  0.393
H -0.60 3.91 3.92  0.223
H 0.05 2.64 5.00  0.312
H 3.54 1.63 3.57  0.386
H 2.18 1.28 4.67  0.369
H 2.02 0.93 2.92  0.136
H 2.19 3.56 0.93  0.349
H 0.58 2.88 1.26  -0.122
H 0.87 4.64 1.44  0.425
C -0.80 -5.59 -1.17  -1.042
N -0.64 -4.18 -1.46  0.208
C -1.31 -3.16 -0.86  -1.252
C -0.85 -1.93 -1.35  -0.472
C -1.18 -0.61 -0.70  1.412
C -0.17 0.48 -1.12  -0.050
C 1.19 0.33 -0.84  0.338
C 2.10 1.31 -1.27  -1.188
C 1.64 2.43 -1.96  -0.661
C 0.28 2.58 -2.24  -0.940
C -0.62 1.59 -1.83  -0.045
C 0.08 -2.24 -2.42  0.716
C 0.86 -1.51 -3.33  -0.087
C 1.84 -2.17 -4.07  -0.805
C 2.03 -3.56 -3.98  -0.674
C 1.19 -4.33 -3.16  -0.712
C 0.23 -3.66 -2.42  -0.370
H 0.15 -6.11 -1.30  0.343
H -1.14 -5.69 -0.13  0.365
H -1.54 -6.06 -1.82  0.290
H -2.06 -3.35 -0.09  0.418
H -2.16 -0.31 -1.12  0.561
H 1.57 -0.56 -0.34  0.465
H 3.16 1.18 -1.05  0.465
H 2.35 3.20 -2.29  0.490
H -0.10 3.45 -2.77  0.452
H -1.68 1.68 -2.06  0.489
H 0.68 -0.43 -3.44  0.545
H 2.48 -1.59 -4.74  0.395
H 2.81 -4.04 -4.56  0.378
H 1.27 -5.41 -3.08  0.293

## Properties
- LUMO (eV) = -6.70
- total charge = +1
- HOMO energy (eV) = -9.46
- calculated total energy (eV) = -36814.75029

=====

No. 2
Computed, not measured: C24H32NOW as an isolated structure at a distorted geometry, with ωB97M-V/def2-TZVPD.

Last column: Mulliken charge in e.
Geometry (Å):
W -0.20 -0.11 0.93  0.294
C -1.97 1.61 1.10  -0.338
C -2.38 1.01 -0.12  -0.788
C -2.64 -0.32 0.11  -0.025
H -2.51 1.57 -1.10  0.240
C -2.41 -0.63 1.45  -0.353
C -1.99 0.58 2.10  -0.724
H -1.84 0.73 3.19  0.423
H -1.79 2.68 1.28  0.581
H -3.10 -1.06 -0.66  0.151
H -2.65 -1.59 1.98  0.537
C 1.90 -0.59 1.08  -0.273
C 1.34 -0.39 2.41  -0.435
C 0.34 -1.39 2.60  -1.060
H 1.72 0.30 3.14  0.313
C 0.24 -2.18 1.42  0.148
C 1.20 -1.69 0.47  -0.461
H 1.42 -2.13 -0.49  0.354
H 2.74 -0.07 0.67  0.479
H -0.20 -1.57 3.54  0.451
H -0.33 -3.10 1.28  0.574
O -0.81 -1.29 -1.94  -0.361
C -1.87 -4.43 -1.65  0.602
C -2.15 -3.56 -2.86  -1.108
C -2.63 -4.02 -0.35  -0.705
C -0.36 -4.80 -1.48  -1.049
C -1.49 -1.94 -2.82  -1.069
H -3.26 -3.40 -3.04  0.336
H -1.72 -4.00 -3.81  0.350
H -0.94 -1.84 -3.76  0.296
H -2.35 -1.29 -3.02  0.403
H -3.14 -4.97 -0.12  0.445
H -3.42 -3.22 -0.53  0.155
H -2.08 -3.69 0.56  -0.002
H -0.40 -5.89 -1.77  0.381
H 0.08 -4.75 -0.47  0.241
H 0.35 -4.26 -2.16  0.214
C 3.23 2.69 1.85  -0.794
N 2.25 3.69 1.48  0.178
C 2.22 4.83 2.37  -1.043
C 0.95 3.20 1.06  -1.091
C 1.04 2.60 -0.33  1.050
C 1.61 3.41 -1.31  -0.925
C 1.72 2.96 -2.62  -0.490
C 1.25 1.68 -2.96  -0.828
C 0.70 0.88 -1.97  -0.188
C 0.58 1.32 -0.67  -0.032
H 4.18 3.20 2.05  0.429
H 3.38 1.97 1.05  0.124
H 2.94 2.14 2.77  0.195
H 3.25 5.19 2.53  0.328
H 1.63 5.63 1.91  0.287
H 1.78 4.59 3.36  0.314
H 0.54 2.50 1.81  0.277
H 0.27 4.07 1.02  0.480
H 1.99 4.39 -1.00  0.330
H 2.18 3.60 -3.38  0.336
H 1.32 1.31 -3.98  0.464
H 0.31 -0.15 -2.22  0.379

## Properties
- LUMO (alpha / beta) (eV) = 2.66 / 2.64
- total charge = -1
- HOMO energy (alpha / beta) (eV) = -3.10 / -3.17
- multiplicity = 3
- calculated total energy (eV) = -30763.69274